(1)
A structure of composition C37H56N4O9P2SbSi2W. Source: the Open Molecules 2025 dataset; level of theory: wB97M-V/def2-TZVPD.

## Properties
Molar mass   1124.6 Da
Frontier orbital gap (alpha / beta)   6.896 / 7.682 eV
Maximum force   0.0101 hartree/bohr
Electronic energy   -106368.45927 eV
Spin multiplicity   3
Net charge   +1

Last column: Mulliken charge in e.
Positions of all 112 atoms, in Å:
W1 0.270 0.172 0.270  1.106
C1 4.672 2.389 2.402  -2.010
C2 3.749 1.303 1.868  1.378
O1 4.296 -0.012 2.098  -0.684
P1 2.194 1.216 2.799  -0.998
O2 1.612 2.665 2.977  -0.451
O3 2.588 0.788 4.265  -0.619
O4 1.197 0.292 2.190  0.580
P2 3.478 1.437 0.028  1.303
O5 3.867 2.944 -0.332  -0.623
O6 4.394 0.451 -0.583  -0.967
O7 1.981 1.339 -0.210  -0.738
H1 4.863 2.237 3.466  0.442
H2 4.259 3.383 2.236  0.345
H3 5.626 2.334 1.877  0.432
H4 4.791 -0.229 1.287  0.516
H5 1.993 3.203 3.683  0.318
H6 3.071 -0.051 4.306  0.358
H7 4.674 2.992 -0.859  0.401
C3 -0.893 -3.203 -1.149  -0.631
Si1 -1.723 -2.630 0.437  0.694
C4 -1.135 -3.836 1.749  -1.192
C5 -3.588 -2.770 0.200  -1.244
N1 -1.259 -0.962 0.866  0.845
C6 -2.043 -0.280 1.803  0.643
C7 -2.958 -0.880 2.675  -0.559
C8 -3.749 -0.107 3.501  -1.225
C9 -3.648 1.283 3.460  -1.306
C10 -2.746 1.892 2.611  -0.749
C11 -1.916 1.128 1.779  0.421
N2 -0.990 1.629 0.870  1.331
Si2 -1.077 3.352 0.453  0.847
C12 0.332 3.851 -0.672  -0.621
C13 -0.913 4.421 1.999  -1.657
C14 -2.720 3.675 -0.386  -0.978
H8 0.149 -3.465 -0.984  0.139
H9 -0.965 -2.531 -2.003  -0.239
H10 -1.414 -4.122 -1.436  0.642
H11 -0.046 -3.823 1.824  -0.076
H12 -1.457 -4.840 1.458  0.508
H13 -1.534 -3.636 2.744  0.384
H14 -3.813 -3.116 -0.811  0.505
H15 -4.107 -1.826 0.348  0.257
H16 -4.015 -3.491 0.902  0.519
H17 -3.046 -1.958 2.717  0.376
H18 -4.449 -0.581 4.175  0.460
H19 -4.275 1.892 4.098  0.433
H20 -2.685 2.971 2.600  0.324
H21 1.284 3.868 -0.139  0.173
H22 0.119 4.872 -1.005  0.485
H23 0.460 3.244 -1.557  -0.067
H24 -0.701 3.834 2.892  0.356
H25 -1.818 5.003 2.187  0.502
H26 -0.090 5.127 1.862  0.442
H27 -2.798 3.140 -1.334  0.024
H28 -2.823 4.742 -0.602  0.455
H29 -3.566 3.378 0.238  0.351
C15 -0.662 4.338 -5.118  -0.681
C16 -1.843 3.789 -4.639  -0.793
C17 -1.811 2.630 -3.875  -0.580
C18 -0.600 2.018 -3.584  1.319
C19 0.578 2.568 -4.069  -0.469
C20 0.550 3.723 -4.835  -0.695
Sb1 -0.545 0.255 -2.395  0.150
C21 -2.565 -0.335 -2.647  1.270
C22 -3.411 0.064 -1.613  -0.372
C23 -4.784 -0.114 -1.726  -0.806
C24 -5.314 -0.711 -2.856  -0.794
C25 -4.475 -1.122 -3.885  -0.785
C26 -3.107 -0.922 -3.787  -1.083
C27 0.802 -0.864 -3.607  1.590
C28 0.477 -1.841 -4.546  -0.553
C29 1.467 -2.423 -5.325  -0.746
C30 2.789 -2.024 -5.190  -0.804
C31 3.127 -1.053 -4.260  -0.872
C32 2.140 -0.484 -3.465  -0.189
H30 -0.686 5.239 -5.716  0.402
H31 -2.792 4.259 -4.863  0.432
H32 -2.743 2.208 -3.517  0.343
H33 1.534 2.100 -3.856  0.236
H34 1.474 4.144 -5.211  0.436
H35 -3.002 0.509 -0.708  0.428
H36 -5.433 0.206 -0.920  0.473
H37 -6.383 -0.857 -2.941  0.381
H38 -4.889 -1.585 -4.771  0.437
H39 -2.478 -1.209 -4.616  0.363
H40 -0.544 -2.168 -4.673  0.214
H41 1.203 -3.185 -6.047  0.468
H42 3.554 -2.472 -5.811  0.407
H43 4.157 -0.743 -4.135  0.503
H44 2.432 0.242 -2.712  -0.179
N3 3.312 -2.659 0.744  -0.316
C33 2.477 -2.333 -0.270  0.254
N4 2.589 -3.008 -1.426  -0.320
O8 1.568 -1.498 -0.067  -0.069
H45 4.200 -3.090 0.550  0.266
H46 3.271 -2.043 1.544  -0.231
H47 3.357 -3.636 -1.585  0.270
H48 2.102 -2.646 -2.234  -0.048
C34 1.119 -2.441 5.756  -0.688
C35 1.703 -3.772 5.290  -0.722
C36 2.214 -3.411 3.900  -0.567
O9 1.344 -2.387 3.409  0.097
C37 0.496 -1.921 4.468  -0.037
H49 1.914 -1.773 6.099  0.209
H50 0.394 -2.541 6.561  0.391
H51 0.912 -4.520 5.216  0.289
H52 2.485 -4.163 5.939  0.421
H53 2.203 -4.250 3.202  0.261
H54 3.241 -3.024 3.948  0.310
H55 -0.511 -2.325 4.327  0.213
H56 0.432 -0.836 4.407  -0.101

Cartesian forces (eV/Å) of the 6 atoms listed first:
-0.051 0.405 0.110
0.069 -0.046 0.078
-0.039 -0.166 -0.040
0.041 0.178 0.143
0.133 -0.069 -0.129
-0.015 -0.023 0.014

(2)
The ion CH6N3O with charge +1 in a non-equilibrium geometry. Source: the Open Molecules 2025 dataset; level of theory: wB97M-V/def2-TZVPD.

## Properties
Molar mass   76.1 Da
Frontier orbital gap (alpha / beta)   7.261 / 6.202 eV
Maximum force   0.0598 hartree/bohr
Electronic energy   -7638.44845 eV
Relative energy (zero: lowest compared OMol25 entry of this formula, charge and spin)   32.30 kcal per mole
Spin multiplicity   3
Net charge   +1

Last column: Mulliken charge in e.
Positions of all 11 atoms, in Å:
C1 0.237 0.303 0.196  0.234
N1 0.578 0.047 1.455  -0.258
N2 -0.320 -0.870 -0.467  0.121
N3 -1.026 -0.762 -1.642  -0.318
O1 0.569 2.006 -0.005  -0.469
H1 -0.346 -1.739 0.039  0.299
H2 0.431 -0.874 1.855  0.212
H3 1.133 0.682 2.009  0.237
H4 -0.658 -1.326 -2.406  0.329
H5 -1.127 0.205 -1.938  0.342
H6 0.529 2.329 0.904  0.272

Cartesian forces (eV/Å) of the 6 atoms listed first:
1.300 0.610 0.475
-0.740 -1.306 -1.496
-1.516 1.024 -1.023
2.262 0.348 2.053
-0.429 0.382 -0.307
-0.317 -1.345 -0.294

Q: Which value of spin multiplicity does entry 1 give?
A: 3

Q: Among the records above, which one has the lowest maximum force?
A: C37H56N4O9P2SbSi2W